{
  "formula": "C34H91N13O14",
  "method": "ωB97M-V with the def2-TZVPD basis set",
  "orbital_gap_ev": 8.6,
  "smiles": "COCCNCCOC.COCCNCCOC.COCCNCCOC.COCCNCCOC.COCCNCCOC.NC(N)=O.NC(N)=O.NC(N)=O.NC(N)=O",
  "total_charge": 0,
  "e_tot_ha": -3115.1166,
  "de_lowest_kcal_mol": 21.6,
  "elements": ["C", "O", "C", "C", "N", "C", "C", "O", "C", "H", "H", "H", "H", "H", "H", "H", "H", "H", "H", "H", "H", "H", "H", "H", "C", "O", "C", "C", "N", "C", "C", "O", "C", "H", "H", "H", "H", "H", "H", "H", "H", "H", "H", "H", "H", "H", "H", "H", "C", "O", "C", "C", "N", "C", "C", "O", "C", "H", "H", "H", "H", "H", "H", "H", "H", "H", "H", "H", "H", "H", "H", "H", "C", "O", "C", "C", "N", "C", "C", "O", "C", "H", "H", "H", "H", "H", "H", "H", "H", "H", "H", "H", "H", "H", "H", "H", "C", "O", "C", "C", "N", "C", "C", "O", "C", "H", "H", "H", "H", "H", "H", "H", "H", "H", "H", "H", "H", "H", "H", "H", "C", "O", "N", "N", "H", "H", "H", "H", "C", "O", "N", "N", "H", "H", "H", "H", "C", "O", "N", "N", "H", "H", "H", "H", "C", "O", "N", "N", "H", "H", "H", "H"],
  "coordinates": [[0.3499, -3.9287, -0.7401], [0.5239, -4.9120, -1.7271], [-0.3853, -4.7533, -2.8318], [0.2069, -3.7778, -3.8389], [1.5600, -4.1930, -4.1646], [2.2711, -3.1880, -4.9998], [2.9764, -2.2220, -4.0571], [3.8429, -2.8683, -3.1544], [5.0501, -3.3063, -3.7239], [-0.6863, -3.8706, -0.3947], [0.5623, -2.9244, -1.1348], [1.0364, -4.0048, 0.1028], [-1.3686, -4.3480, -2.5750], [-0.4607, -5.7543, -3.2528], [0.2629, -2.7670, -3.4083], [-0.5279, -3.7277, -4.6480], [2.0190, -4.2495, -3.2618], [1.5656, -2.7884, -5.7282], [2.9284, -3.8240, -5.5993], [2.1658, -1.7625, -3.4872], [3.4678, -1.4183, -4.6164], [4.7909, -4.1474, -4.3744], [5.7891, -3.5782, -2.9733], [5.5047, -2.5244, -4.3447], [-3.7832, -0.5436, 2.2943], [-4.6124, -1.0879, 3.3124], [-4.0280, -1.6714, 4.4291], [-4.4976, -1.0395, 5.7578], [-5.9531, -0.8243, 5.6397], [-6.4234, 0.1505, 6.6032], [-7.9006, 0.3896, 6.4782], [-8.4420, 1.4554, 7.2590], [-8.1249, 1.2498, 8.6287], [-4.4310, 0.0098, 1.6183], [-3.3761, -1.4214, 1.7883], [-2.9677, 0.1042, 2.6265], [-2.9371, -1.6025, 4.4870], [-4.3582, -2.7120, 4.4879], [-4.0728, -0.0501, 5.9738], [-4.1986, -1.7410, 6.5398], [-6.0090, -0.5620, 4.6613], [-5.8797, 1.1057, 6.5473], [-6.2279, -0.2175, 7.6131], [-8.4305, -0.5400, 6.7257], [-8.2074, 0.4926, 5.4346], [-8.7831, 1.8706, 9.2437], [-7.1071, 1.5824, 8.8287], [-8.4785, 0.2541, 8.9126], [0.6640, 2.9944, 1.1196], [0.1966, 3.5820, -0.0593], [-1.1708, 3.4190, -0.4081], [-1.3662, 3.8958, -1.8360], [-2.7886, 3.9315, -2.1827], [-3.1913, 2.7041, -2.9099], [-4.5953, 2.9091, -3.5253], [-5.1150, 1.7855, -4.2206], [-4.3250, 1.2175, -5.2448], [0.0898, 3.3395, 1.9926], [1.6261, 3.3685, 1.4754], [0.6682, 1.9028, 1.1295], [-1.8241, 4.0200, 0.2316], [-1.4283, 2.3541, -0.3808], [-0.8248, 3.2598, -2.5347], [-0.9163, 4.8927, -1.8063], [-3.3257, 3.8833, -1.3227], [-3.0742, 1.7850, -2.3240], [-2.4805, 2.4699, -3.7079], [-4.5809, 3.7573, -4.2149], [-5.2899, 3.1694, -2.7274], [-3.2941, 0.9336, -5.0099], [-4.4085, 1.8916, -6.1000], [-4.7266, 0.2329, -5.4926], [7.4828, 6.0812, -1.5284], [6.3535, 5.2968, -1.7953], [6.2080, 4.1049, -1.0227], [5.1236, 3.3256, -1.7516], [4.7230, 2.0559, -1.1767], [5.6678, 0.9762, -1.4980], [5.0273, -0.3961, -1.3480], [4.4558, -0.5328, -0.0504], [3.0453, -0.6946, -0.0281], [7.3612, 6.4842, -0.5153], [7.5126, 6.9238, -2.2177], [8.4306, 5.5392, -1.5950], [5.8701, 4.3675, -0.0171], [7.1199, 3.5072, -0.9411], [5.4210, 3.1275, -2.7892], [4.2832, 4.0185, -1.7739], [3.8893, 1.6932, -1.6299], [6.5152, 1.0044, -0.8081], [6.0403, 1.0966, -2.5241], [5.7532, -1.1640, -1.6235], [4.2013, -0.5557, -2.0493], [2.6405, -1.5216, -0.6180], [2.6356, 0.2483, -0.4055], [2.7447, -0.8424, 1.0080], [4.4139, -1.3425, 9.1259], [4.2436, -1.8827, 7.8489], [3.5086, -1.0380, 6.9720], [3.1045, -1.8570, 5.7462], [2.5974, -1.0070, 4.6713], [1.4202, -0.1945, 5.0529], [0.6228, 0.1814, 3.7866], [0.6617, -0.7961, 2.7594], [-0.1892, -1.9068, 2.8853], [4.3942, -0.2454, 9.1359], [5.3049, -1.7349, 9.6108], [3.5986, -1.4989, 9.8479], [4.1908, -0.2271, 6.7083], [2.5663, -0.7311, 7.4331], [2.4012, -2.6470, 6.0431], [3.9169, -2.4263, 5.2910], [2.1324, -1.5514, 3.9535], [1.7341, 0.6682, 5.6371], [0.7341, -0.8722, 5.5844], [1.0998, 1.0467, 3.3239], [-0.3682, 0.5467, 4.0703], [-0.2793, -2.4764, 1.9629], [-1.1863, -1.6011, 3.2205], [0.1519, -2.5459, 3.7105], [1.6160, 2.2730, -3.4891], [1.3395, 1.1760, -2.9735], [1.6874, 2.5141, -4.8038], [1.9869, 3.3636, -2.7414], [1.3876, 1.8683, -5.5414], [2.0785, 3.3867, -5.1064], [1.8587, 3.3069, -1.7435], [1.9925, 4.2367, -3.2331], [-1.2136, -0.6725, -0.7053], [-1.9282, -1.5838, -0.2897], [-1.2576, -0.1022, -1.9591], [-0.1984, -0.1213, 0.0105], [-1.8533, -0.4684, -2.6857], [-0.4321, 0.3797, -2.2812], [-0.1543, -0.4245, 0.9752], [0.4062, 0.5601, -0.4107], [-0.1472, -0.0096, -6.1843], [0.7254, 0.6766, -6.7296], [-0.3159, -0.2422, -4.8838], [-1.1284, -0.5934, -6.9367], [0.3599, 0.1626, -4.2422], [-1.0246, -0.8303, -4.4857], [-1.9242, -0.9911, -6.4695], [-1.0892, -0.3482, -7.9109], [-3.4642, -2.5026, -3.6518], [-2.5937, -1.7864, -4.1418], [-4.2824, -3.2920, -4.4121], [-3.7236, -2.7008, -2.3334], [-3.9774, -3.4247, -5.3645], [-5.0423, -3.8712, -4.1185], [-3.2722, -2.0921, -1.6426], [-4.4303, -3.3638, -2.0953]],
  "atomic_forces_ev_per_a": [[-0.235, 1.252, -0.211], [-0.586, -0.184, 0.305], [0.983, 0.416, 0.061], [0.055, -0.049, 0.637], [-0.735, 0.170, -0.810], [0.044, -2.050, 0.520], [-0.640, 0.439, -0.957], [-0.071, 0.447, 0.724], [-0.278, -0.062, -0.967], [-0.003, -0.237, 0.174], [-0.025, 0.045, -0.189], [0.046, -0.745, -0.118], [-0.054, -0.314, 0.591], [-0.142, 0.066, -0.180], [-0.544, 0.101, 0.148], [0.516, -0.042, -0.504], [0.276, -0.249, -0.121], [0.045, 0.623, 0.294], [0.533, 0.551, -0.073], [0.272, 0.152, 0.366], [0.285, 0.024, 0.084], [0.623, -0.191, 0.011], [-0.379, -0.147, 0.254], [-0.056, 0.075, -0.026], [-0.080, -1.185, -0.070], [-0.412, 1.131, -0.046], [0.351, -0.057, 1.526], [-0.966, 0.295, -0.675], [0.861, -0.813, 0.450], [0.308, 0.324, 0.024], [-1.277, -0.630, -0.348], [0.598, -0.295, -0.283], [-1.388, 0.696, -0.070], [0.024, -0.013, 0.003], [0.379, 0.428, -0.470], [-0.094, 0.022, 0.358], [0.058, -0.206, -0.604], [0.260, -0.119, -0.227], [0.646, -0.127, -0.164], [-0.242, 0.108, 0.221], [-0.835, 0.553, 0.164], [0.008, 0.174, -0.174], [0.158, -0.237, -0.074], [0.121, -0.113, 0.435], [0.225, 0.763, -0.023], [0.057, 0.423, -0.348], [0.173, -0.728, 0.289], [1.005, -0.365, 0.132], [-0.634, 0.323, 1.747], [0.719, 0.333, -0.591], [0.409, -0.937, -0.175], [0.101, 0.545, 0.761], [-0.030, -1.025, -0.455], [0.036, 0.017, -0.702], [0.751, -0.262, -0.186], [0.056, -0.688, 1.062], [-0.286, -0.052, -0.206], [-0.687, -0.306, -0.146], [0.447, -0.009, -1.154], [0.000, 0.091, -0.189], [0.050, -0.130, 0.319], [-0.224, 0.008, 0.429], [0.057, 0.098, -0.008], [-0.124, 0.125, -0.638], [-0.010, 0.427, 0.070], [-0.684, 0.055, 0.414], [0.072, 0.677, -0.199], [0.296, 0.207, 0.047], [-0.239, -0.239, -0.056], [0.156, 0.738, 0.323], [0.510, -0.220, -0.323], [-0.592, 0.245, -0.073], [-0.194, 0.205, 0.845], [0.074, -0.659, -0.566], [-0.224, 0.021, -0.269], [-0.426, -0.002, -0.381], [0.169, -0.843, 0.224], [0.124, 0.020, 0.587], [-1.127, 0.464, -0.190], [0.601, -0.976, 0.101], [0.380, 0.731, -0.025], [0.423, 0.127, 0.060], [-0.150, -0.134, -0.122], [-0.059, -0.171, -0.025], [0.039, -0.100, 0.165], [0.298, 0.265, -0.113], [0.287, 0.533, -0.148], [-0.187, -0.234, -0.108], [-0.421, 0.823, 0.042], [0.113, 0.140, -0.082], [0.176, -0.159, -0.085], [0.117, -0.192, 0.570], [0.119, 0.328, -0.360], [0.353, -0.115, -0.198], [-0.465, -0.093, 0.046], [0.069, 0.100, 0.037], [-0.548, 0.835, 0.974], [-0.314, -0.338, 0.069], [0.354, -1.125, -0.307], [0.152, -0.323, -0.629], [-1.079, 0.914, -0.033], [-0.163, -1.478, -0.474], [1.184, 1.261, 0.008], [-0.185, 0.277, -0.365], [-0.625, -0.321, 1.630], [0.761, 0.093, -0.429], [0.193, 0.068, -0.334], [-0.351, -0.784, -0.392], [-0.483, 0.439, -0.177], [0.209, 0.504, 0.255], [-0.339, 0.215, 0.291], [0.436, 0.256, 0.393], [1.071, -0.616, -0.254], [-0.444, 0.097, 0.025], [0.007, 0.393, 0.797], [0.144, -0.001, -0.061], [-0.342, -0.554, -0.143], [0.264, 0.218, -0.107], [-0.095, 0.144, -0.387], [0.174, -0.313, -0.273], [0.743, 0.395, 0.448], [-0.293, 0.249, 0.029], [-0.188, -0.069, -0.749], [-0.202, -0.901, -0.157], [0.040, -0.312, 0.196], [-0.050, 0.037, -0.063], [-0.196, 0.318, -0.008], [0.005, 0.327, 0.512], [1.107, 0.494, -1.220], [-0.389, 0.494, -0.122], [-0.592, -0.288, 0.136], [-0.909, -0.855, 0.674], [-0.090, -0.331, 0.192], [0.085, 0.194, 0.013], [0.711, 0.442, -0.144], [0.147, -0.008, 0.211], [-1.146, -0.203, -1.093], [0.155, -0.109, 0.669], [1.319, 0.737, 1.350], [0.493, 0.071, -0.366], [0.058, -0.079, -0.037], [-0.214, -0.294, -0.416], [-0.143, -0.056, -0.316], [-0.442, -0.211, 0.039], [-1.104, -1.454, 0.931], [-0.228, 0.114, 0.132], [0.641, 0.241, -1.901], [0.957, 1.417, -0.223], [-0.204, 0.086, 0.076], [0.041, 0.052, 0.485], [-0.116, -0.597, 0.126], [-0.081, 0.018, 0.402]]
}